# 1
ORCA calculation (wB97M-V/def2-TZVPD) on an isolated ion of composition C5H10NS and charge +1.

Structure (XYZ):
```
17
Properties=species:S:1:pos:R:3:forces:R:3:nbo_charge:R:1
C 0.06271 0.66659 1.65703 0.90 -2.06 -0.51 -0.54
C 1.26927 0.71631 0.66391 0.22 -2.80 0.13 -0.36
C -1.18885 0.55457 0.89526 -0.15 1.74 -3.89 0.05
C 1.07243 -0.44433 -0.43161 0.65 0.68 2.12 -0.26
C -1.00950 -1.09110 -1.75828 -1.56 -2.24 -1.82 -0.31
N -0.27685 -0.32051 -0.87171 -0.61 1.66 3.15 -0.43
S -0.69989 0.61441 -2.22667 -0.35 0.32 -1.49 0.39
H 0.24644 -0.27657 2.23391 -0.51 0.86 -0.20 0.24
H 0.18129 1.49878 2.32231 -0.44 0.68 0.28 0.29
H 1.33760 1.61522 0.14176 -0.02 1.69 -0.84 0.22
H 2.18491 0.61426 1.28089 -0.41 -0.14 -0.63 0.26
H -1.86360 -0.27011 1.01399 -0.32 -0.19 0.43 0.22
H -1.67427 1.46864 0.21648 1.51 -2.37 2.16 0.25
H 1.84923 -0.52666 -1.14725 0.50 1.35 -1.61 0.25
H 1.21034 -1.45119 -0.13822 -0.40 -1.14 1.77 0.23
H -0.66026 -1.99336 -2.31524 0.93 1.22 0.34 0.26
H -2.04099 -1.37496 -1.53654 0.06 0.75 0.61 0.24
```
Positions in Å, forces in eV/Å.

Output
- ΔE to the lowest compared entry with this formula, charge and spin: 4.460 eV
- Charge: +1
- Electronic energy: -649.0615 Ha

# 2
ORCA calculation (wB97M-V/def2-TZVPD) on one molecule with the formula C4H5FOS.

Structure (XYZ):
```
12
Properties=species:S:1:pos:R:3:forces:R:3:nbo_charge:R:1
O 1.67073 0.57948 1.05704 -0.14 0.16 -0.33 -0.55
C 1.45309 1.09819 -0.00972 0.40 -0.33 0.76 0.22
S 0.00644 1.07450 -0.99159 -0.21 0.28 -0.63 0.27
C -1.23528 0.04574 -0.23179 0.22 -0.25 -0.69 -0.44
C -1.14631 -0.40587 1.18448 -0.85 -0.32 1.31 -0.47
C -0.97880 -1.39178 0.09578 -1.78 0.57 0.07 0.21
F 0.21938 -1.88811 -0.09596 2.02 -1.00 -0.36 -0.32
H 2.24658 1.69167 -0.50492 -0.33 0.03 -0.22 0.15
H -2.20116 0.08497 -0.74293 0.30 0.84 0.34 0.25
H -2.06604 -0.42183 1.80113 0.79 0.06 -0.36 0.22
H -0.19097 -0.21128 1.67768 -0.58 0.15 -0.05 0.28
H -1.78776 -2.05602 -0.19075 0.17 -0.18 0.16 0.17
```
Positions in Å, forces in eV/Å.

Output
- ΔE to the lowest compared entry with this formula, charge and spin: 1.048 eV
- SMILES string: O=CS[C@@H]1C[C@@H]1F
- Electronic energy: -728.6486 Ha

# 3
ORCA calculation (wB97M-V/def2-TZVPD) on one molecule with the formula C3H3NO2.

Structure (XYZ):
```
9
Properties=species:S:1:pos:R:3:forces:R:3:nbo_charge:R:1
O 0.05294 2.30453 -0.61300 0.07 0.26 0.11 -0.38
N -0.41462 1.23037 -0.30984 -0.40 -0.42 -0.22 0.52
O -1.56125 0.87686 -0.44737 -0.85 0.56 -0.19 -0.39
C 0.49477 0.19600 0.19949 -2.34 -2.66 -0.37 -0.19
C -0.13765 -1.03654 0.84719 2.08 1.39 -4.56 -0.12
C 0.25678 -1.17166 -0.41356 0.28 0.84 2.47 -0.13
H 1.39453 0.65042 0.36772 2.40 0.67 0.72 0.21
H -0.61170 -1.36013 1.70270 -0.77 -0.67 1.51 0.24
H 0.52620 -1.68985 -1.33333 -0.46 0.03 0.53 0.25
```
Positions in Å, forces in eV/Å.

Output
- ΔE to the lowest compared entry with this formula, charge and spin: 6.013 eV
- SMILES string: O=[N+]([O-])C1C=C1
- Electronic energy: -321.1567 Ha

# 4
ORCA calculation (wB97M-V/def2-TZVPD) on a 2-piece molecular cluster, C5H7N overall.

Structure (XYZ):
```
13
Properties=species:S:1:pos:R:3:forces:R:3:nbo_charge:R:1
C 0.95086 0.26107 -0.28299 -0.59 -0.97 0.58 0.48
C -0.68796 -1.80772 -1.32061 0.61 0.26 0.54 -0.09
C 1.88276 0.41333 -1.13678 1.16 -1.45 -2.36 -0.54
C -1.33587 0.41661 0.80797 0.20 -3.18 2.85 -0.59
C 0.21906 0.35201 0.94100 -2.19 1.95 0.71 -0.60
N -1.36702 -2.73446 -1.52066 0.42 0.65 0.07 -0.57
H 2.36076 1.40453 -1.27841 -0.09 -0.74 0.36 0.29
H 2.19822 -0.49029 -1.84852 -0.97 2.26 1.48 0.34
H -1.74648 0.57032 1.92022 0.65 -0.71 -2.53 0.21
H -1.68865 -0.52902 0.25170 0.34 1.29 1.26 0.28
H -1.64116 1.22017 0.26661 -0.77 2.44 -1.63 0.20
H 0.43898 -0.40648 1.66807 0.68 -0.67 -0.02 0.28
H 0.41649 1.32992 1.53240 0.56 -1.13 -1.31 0.30
```
Positions in Å, forces in eV/Å.

Output
- ΔE to the lowest compared entry with this formula, charge and spin: 6.111 eV
- Electronic energy: -249.2486 Ha

# 5
ORCA calculation (wB97M-V/def2-TZVPD) on a 2-piece molecular cluster, C4H12NO3 overall.

Structure (XYZ):
```
20
Properties=species:S:1:pos:R:3:forces:R:3:nbo_charge:R:1
C 1.44481 -1.80611 0.35752 -1.59 -1.87 2.45 -0.08
O 1.45249 -3.31349 0.08765 -3.92 1.20 -4.08 -0.76
C 0.39448 -0.73103 -0.18802 0.09 -3.12 -3.36 -0.05
C 1.11767 0.62763 -0.17515 -0.25 -0.64 2.06 -0.47
C 0.18732 1.55373 -0.86956 0.92 0.61 -3.71 0.02
O -0.85034 1.74947 -0.16160 -3.42 1.36 2.37 -0.97
N -0.99415 -0.86790 0.32407 -0.48 0.91 4.23 -0.87
H 1.26446 -1.83275 1.45758 0.04 0.26 -0.38 0.16
H 2.50238 -1.67010 0.28989 0.46 1.35 -0.77 0.18
H 0.74948 -3.44256 -0.76036 2.85 0.50 3.55 0.45
H 0.05984 -1.16860 -1.26277 1.75 1.47 1.36 0.17
H 0.99794 0.97476 0.93420 0.60 -0.44 -1.63 0.20
H 2.20527 0.67511 -0.44937 -0.97 -0.54 -0.08 0.19
H 0.72167 2.46927 -1.16185 0.63 0.73 -0.04 0.08
H -0.13875 1.17790 -1.94900 0.96 -0.24 0.92 0.05
H -1.75886 -0.21087 -0.07068 2.69 -1.03 0.38 0.41
H -0.98310 -0.55152 1.41146 -0.12 -0.83 -3.15 0.33
H -2.46490 1.68096 0.29867 0.88 -0.75 -1.80 0.50
H -2.64553 2.57084 1.27198 -1.77 -0.10 -0.76 0.46
O -3.26217 2.11527 0.61534 0.65 1.15 2.44 -1.00
```
Positions in Å, forces in eV/Å.

Output
- ΔE to the lowest compared entry with this formula, charge and spin: 3.517 eV
- Charge: -1
- Electronic energy: -439.9789 Ha

# 6
ORCA calculation (wB97M-V/def2-TZVPD) on one molecule with the formula C4H5N3O.

Structure (XYZ):
```
13
Properties=species:S:1:pos:R:3:forces:R:3:nbo_charge:R:1
H -1.83158 -0.53173 1.75757 0.64 1.15 -2.34 0.38
N -1.97227 -0.11018 0.76998 2.38 0.72 -1.11 -0.64
C -0.93121 0.18692 -0.01390 -3.77 -1.52 0.53 0.35
N -0.96990 0.57863 -1.38001 3.17 -1.27 2.98 -0.65
C 0.31275 0.25458 -1.98867 -0.94 -0.05 2.94 0.77
O 0.65134 0.32972 -3.09680 -0.08 0.44 -2.93 -0.50
N 1.20475 -0.15704 -0.94035 -2.79 0.47 1.36 -0.43
C 0.45857 -0.13032 0.14718 4.60 -0.76 -2.18 0.23
C 1.16556 -0.25134 1.39235 -3.21 -1.81 3.24 -0.66
H -1.80818 0.80302 -1.75368 -2.80 0.71 -2.04 0.42
H 2.22420 -0.18471 1.30252 0.54 0.66 -0.02 0.26
H 0.97051 -1.36198 1.86801 0.13 2.84 -0.78 0.24
H 0.52546 0.57443 1.93582 2.13 -1.57 0.35 0.24
```
Positions in Å, forces in eV/Å.

Output
- ΔE to the lowest compared entry with this formula, charge and spin: 2.252 eV
- SMILES string: [H]/N=C1/NC(=O)N=C1C
- Electronic energy: -394.8848 Ha